Record 1
Entry from the OMol25 dataset: one molecule with the formula C10H14N4 (wB97M-V/def2-TZVPD).

XYZ file:
```
28
C10H14N4 wB97M-V/def2-TZVPD
H -3.99 -0.44 0.22
N -3.39 0.29 0.51
C -2.21 0.16 0.14
C -1.56 -1.06 -0.33
C -2.16 -2.07 -1.17
N -0.47 -1.44 0.19
C 0.37 -0.73 1.08
N 1.71 -0.57 0.38
C 2.90 -0.08 0.93
C 3.74 0.27 -0.06
C 3.03 -0.06 -1.20
N 1.83 -0.53 -1.01
C -0.18 0.73 1.52
C -1.21 1.25 0.44
C -0.49 1.77 -0.72
H -3.24 -2.31 -0.97
H -1.59 -2.95 -1.16
H -2.21 -1.73 -2.17
H 0.38 -1.42 1.98
H 3.16 0.16 1.93
H 4.76 0.50 -0.05
H 3.32 0.22 -2.23
H -0.70 0.60 2.51
H 0.62 1.47 1.64
H -1.63 2.12 0.88
H 0.19 2.67 -0.59
H -1.24 2.12 -1.51
H 0.27 1.05 -1.18
```

The calculation puts the energy above the lowest of the compared OMol25 structures with the same formula, charge and spin at 133.50 kJ/mol. For the LUMO energy, the calculation gives 0.024 Eh. For the total energy, the calculation gives -16554.8413 eV. As for the SMILES: [H]/N=C1\C(C)=N[C@@H](n2cccn2)C[C@H]1C. The calculation puts the orbital gap at 9.717 eV. The HOMO energy is -9.1 eV.

Atom charges from the Mulliken analysis, given in e for atoms 1 to 2: atom 1 (H): 0.26, atom 2 (N): -0.74

=====

Record 2
Entry from the OMol25 dataset: one molecule with the formula C23H22N4O5S (wB97M-V/def2-TZVPD).

XYZ file:
```
55
C23H22N4O5S wB97M-V/def2-TZVPD
O 1.57 -1.89 -2.97
C 0.40 -2.04 -2.69
C -0.62 -0.89 -2.77
N -0.79 -0.37 -1.41
C -1.70 -0.96 -0.60
O -2.33 -1.94 -0.96
C -1.94 -0.33 0.76
C -3.10 0.67 0.69
C -2.86 1.77 -0.32
O -3.31 1.78 -1.44
N -2.08 2.85 0.08
C -1.32 3.04 1.19
N -1.13 2.22 2.16
C -0.28 2.73 3.09
C 0.20 3.98 2.84
S -0.45 4.57 1.35
C 0.14 0.61 -1.01
C 1.06 0.33 -0.01
C 1.99 1.28 0.42
C 1.97 2.50 -0.21
C 1.06 2.78 -1.23
C 0.14 1.86 -1.65
O 1.25 4.06 -1.67
C 2.33 4.57 -0.92
O 2.75 3.60 0.02
N -0.15 -3.18 -2.22
C 0.68 -4.24 -1.66
C 0.87 -3.96 -0.19
C -0.13 -4.29 0.71
C -0.02 -3.93 2.04
C 1.09 -3.23 2.48
C 2.09 -2.89 1.58
C 1.98 -3.25 0.25
H -1.59 -1.25 -3.13
H -0.24 -0.10 -3.41
H -1.06 0.18 1.14
H -2.22 -1.13 1.44
H -3.24 1.11 1.67
H -4.01 0.15 0.37
H -2.01 3.57 -0.63
H -0.04 2.13 3.95
H 0.87 4.57 3.41
H 1.06 -0.65 0.45
H 2.70 1.06 1.20
H -0.57 2.08 -2.43
H 3.17 4.81 -1.60
H 2.02 5.48 -0.39
H -1.10 -3.13 -1.88
H 0.18 -5.19 -1.83
H 1.64 -4.22 -2.19
H -1.01 -4.83 0.37
H -0.80 -4.20 2.74
H 1.18 -2.95 3.52
H 2.96 -2.35 1.92
H 2.74 -2.97 -0.46
```

The calculation puts the energy above the lowest of the compared OMol25 structures with the same formula, charge and spin at 0.00 kJ/mol. For the LUMO energy, the calculation gives 0.015 Eh. For the total energy, the calculation gives -51242.3937 eV. As for the SMILES: O=C(CN(C(=O)CCC(=O)Nc1nccs1)c1ccc2c(c1)OCO2)NCc1ccccc1. The calculation puts the orbital gap at 8.656 eV. The HOMO energy is -8.2 eV.

Atom charges from the Mulliken analysis, given in e for atoms 1 to 2: atom 1 (O): -0.65, atom 2 (C): 0.55

=====

Record 3
Entry from the OMol25 dataset: one molecule with the formula C5H5NO (wB97M-V/def2-TZVPD).

XYZ file:
```
12
C5H5NO wB97M-V/def2-TZVPD
O -0.13 1.38 -1.69
C 0.38 0.17 -1.35
C 0.74 0.83 1.49
C -0.06 -0.20 1.52
N -0.80 -1.17 1.34
C -0.32 -0.90 -1.01
C -0.89 -1.61 -0.06
H -1.09 1.35 -1.53
H 1.46 0.15 -1.45
H 1.81 0.70 1.60
H 0.34 1.82 1.30
H -1.44 -2.53 -0.18
```

The calculation puts the energy above the lowest of the compared OMol25 structures with the same formula, charge and spin at 360.70 kJ/mol. For the LUMO energy, the calculation gives 0.020 Eh. For the total energy, the calculation gives -8799.6806 eV. The calculation puts the orbital gap at 9.868 eV. The HOMO energy is -9.3 eV.

Atom charges from the Mulliken analysis, given in e for atoms 1 to 2: atom 1 (O): -0.46, atom 2 (C): -0.09

=====

Record 4
Entry from the OMol25 dataset: one molecule with the formula C8H10O (wB97M-V/def2-TZVPD).

XYZ file:
```
19
C8H10O wB97M-V/def2-TZVPD
C -1.43 -2.35 -1.09
C -0.62 -1.24 -0.51
C -0.49 -1.06 0.82
C 0.32 0.02 1.40
O 1.69 0.12 1.13
C 0.88 1.06 0.47
C 1.00 2.49 0.93
C 0.63 0.81 -0.96
C -0.01 -0.28 -1.40
H -2.22 -1.96 -1.74
H -1.89 -2.95 -0.30
H -0.79 -2.99 -1.69
H -1.04 -1.68 1.52
H 0.06 0.32 2.41
H 0.02 2.91 1.15
H 1.46 3.10 0.15
H 1.62 2.54 1.82
H 0.97 1.57 -1.65
H -0.16 -0.43 -2.46
```

The calculation puts the energy above the lowest of the compared OMol25 structures with the same formula, charge and spin at 152.00 kJ/mol. For the LUMO energy, the calculation gives 0.028 Eh. For the total energy, the calculation gives -10504.0278 eV. As for the SMILES: CC1=C[C@H]2O[C@@]2(C)C=C1. The calculation puts the orbital gap at 9.452 eV. The HOMO energy is -8.7 eV.

Atom charges from the Mulliken analysis, given in e for atoms 1 to 2: atom 1 (C): -1.46, atom 2 (C): 1.06

=====

Record 5
Entry from the OMol25 dataset: C4H3NO3 as an isolated structure (wB97M-V/def2-TZVPD).

XYZ file:
```
11
C4H3NO3 wB97M-V/def2-TZVPD
C -2.28 -0.15 -0.06
C -0.17 0.06 -0.47
C 1.68 0.71 -0.08
C 1.67 -0.64 0.34
H -3.23 -0.72 -0.40
H 2.42 1.48 0.02
H 2.39 -1.28 1.08
N 0.56 1.21 -0.45
O -2.06 0.64 0.91
O -1.35 -0.27 -0.91
O 0.37 -1.05 0.01
```

The calculation puts the energy above the lowest of the compared OMol25 structures with the same formula, charge and spin at 336.79 kJ/mol. For the LUMO energy, the calculation gives 0.030 Eh. For the total energy, the calculation gives -11826.0428 eV. The calculation puts the orbital gap at 9.834 eV. The HOMO energy is -9.0 eV.

Atom charges from the Mulliken analysis, given in e for atoms 1 to 2: atom 1 (C): 0.25, atom 2 (C): 0.83

=====

Record 6
Entry from the OMol25 dataset: one molecule with the formula C5H13N3 (wB97M-V/def2-TZVPD).

XYZ file:
```
21
C5H13N3 wB97M-V/def2-TZVPD
C 1.85 -1.29 0.03
C 0.96 -0.24 -0.62
N 1.22 1.12 -0.13
C -0.10 1.12 0.63
N -0.85 2.28 0.27
C -0.56 -0.15 -0.15
C -1.21 -1.23 0.69
N -1.40 0.20 -1.33
H 2.90 -1.00 -0.05
H 1.73 -2.26 -0.47
H 1.63 -1.42 1.09
H 1.06 -0.31 -1.71
H 2.05 1.21 0.45
H 0.07 0.99 1.70
H -0.38 3.14 0.53
H -0.92 2.31 -0.75
H -2.20 -0.93 1.03
H -1.31 -2.16 0.12
H -0.62 -1.45 1.59
H -1.66 -0.60 -1.89
H -2.26 0.66 -1.04
```

The calculation puts the energy above the lowest of the compared OMol25 structures with the same formula, charge and spin at 85.26 kJ/mol. For the LUMO energy, the calculation gives 0.038 Eh. For the total energy, the calculation gives -9865.4826 eV. As for the SMILES: C[C@@H]1N[C@@H](N)[C@@]1(C)N. The calculation puts the orbital gap at 9.766 eV. The HOMO energy is -8.7 eV.

Atom charges from the Mulliken analysis, given in e for atoms 1 to 2: atom 1 (C): -1.44, atom 2 (C): 0.03

=====

Record 7
Entry from the OMol25 dataset: C20H12BCl5CoO3 as an isolated structure (wB97M-V/def2-TZVPD).

XYZ file:
```
42
C20H12BCl5CoO3 wB97M-V/def2-TZVPD
Co 1.71 -0.44 -0.24
Cl 4.26 -0.75 -0.22
C 3.62 -0.95 1.42
C 2.25 -0.79 1.53
C 1.72 -0.92 2.81
Cl 0.03 -0.74 3.10
C 2.54 -1.21 3.90
Cl 1.87 -1.37 5.47
C 3.92 -1.36 3.73
Cl 4.93 -1.71 5.07
C 4.48 -1.23 2.46
Cl 6.16 -1.40 2.20
C 0.82 3.47 -0.87
C 1.04 2.02 -1.01
O 1.75 1.42 -0.18
C 0.40 1.21 -2.06
C 1.10 0.10 -2.56
C 0.47 -0.81 -3.40
C -0.86 -0.60 -3.75
C -1.54 0.52 -3.29
C -0.91 1.43 -2.46
H 1.64 3.92 -0.31
H -0.10 3.61 -0.29
H 0.69 3.96 -1.84
H 2.19 0.03 -2.43
H 1.02 -1.65 -3.81
H -1.36 -1.30 -4.40
H -2.57 0.68 -3.57
H -1.45 2.29 -2.07
O -0.93 0.65 0.43
B -0.15 -0.47 0.23
O -0.89 -1.63 0.10
C -2.20 -1.22 0.33
C -3.34 -1.99 0.37
C -4.53 -1.31 0.62
C -4.55 0.07 0.82
C -3.39 0.83 0.78
C -2.22 0.15 0.53
H -3.30 -3.06 0.22
H -5.45 -1.87 0.66
H -5.50 0.55 1.01
H -3.40 1.90 0.94
```

The calculation puts the energy above the lowest of the compared OMol25 structures with the same formula, charge and spin at 0.00 kJ/mol. For the LUMO energy (spin up / spin down), the calculation gives -0.165 / -0.165 Eh. For the total energy, the calculation gives -127986.8267 eV. The calculation puts the orbital gap (spin up / spin down) at 7.187 / 7.176 eV. The HOMO energy (spin up / spin down) is -11.7 / -11.7 eV. The charge is +1.

Atom charges from the Mulliken analysis, given in e for atoms 1 to 2: atom 1 (Co): -0.23, atom 2 (Cl): -0.22

=====

Record 8
Entry from the OMol25 dataset: C44H60N3Sm as an isolated structure (wB97M-V/def2-TZVPD).

XYZ file:
```
108
C44H60N3Sm wB97M-V/def2-TZVPD
Sm 0.47 0.25 0.52
C 4.03 1.51 1.59
C 3.90 1.51 2.98
C 2.82 2.15 3.57
C 1.87 2.79 2.78
C 1.98 2.76 1.39
C 3.07 2.13 0.80
H 4.90 1.05 1.13
H 4.65 1.03 3.59
H 2.73 2.17 4.65
H 1.07 3.33 3.25
H 1.27 3.32 0.78
H 3.20 2.18 -0.27
C 2.94 -2.14 -1.41
C 3.08 -0.62 -1.41
C 4.57 -0.25 -1.30
C 2.49 0.04 -2.66
C 3.01 -0.39 -3.87
C 2.64 0.19 -5.07
C 1.83 1.31 -5.02
C 1.30 1.81 -3.83
C 0.75 3.23 -3.96
C -0.66 3.32 -4.57
C 0.89 4.15 -2.74
C 1.49 1.05 -2.63
N 0.74 1.22 -1.47
C -0.61 1.60 -1.64
C -1.56 1.70 -0.68
N -1.39 1.47 0.71
C -2.58 1.27 1.44
C -3.65 0.44 1.00
C -4.84 0.43 1.72
C -4.99 1.15 2.90
C -3.91 1.86 3.38
C -2.72 1.92 2.68
C -1.57 2.73 3.24
C -1.26 2.38 4.70
C -1.83 4.23 3.09
C -3.52 -0.57 -0.13
C -3.56 -1.99 0.45
C -4.59 -0.40 -1.21
H 3.25 -2.56 -0.45
H 3.56 -2.59 -2.18
H 1.91 -2.44 -1.60
H 2.58 -0.24 -0.50
H 5.12 -0.74 -2.10
H 4.98 -0.60 -0.35
H 4.72 0.82 -1.39
H 3.73 -1.20 -3.88
H 3.02 -0.18 -6.01
H 1.65 1.87 -5.93
H 1.41 3.68 -4.71
H -1.45 3.15 -3.84
H -0.78 2.59 -5.37
H -0.82 4.32 -4.99
H 0.22 3.88 -1.93
H 0.68 5.17 -3.04
H 1.92 4.11 -2.36
H -0.95 1.75 -2.65
H -2.55 2.02 -0.99
H -5.66 -0.19 1.38
H -5.93 1.12 3.44
H -4.01 2.40 4.32
H -0.70 2.48 2.63
H -2.07 2.69 5.36
H -0.35 2.89 5.03
H -1.12 1.30 4.82
H -2.72 4.52 3.66
H -2.00 4.48 2.04
H -0.99 4.82 3.46
H -2.56 -0.45 -0.61
H -4.50 -2.17 0.98
H -2.74 -2.14 1.15
H -3.47 -2.73 -0.35
H -5.59 -0.62 -0.82
H -4.41 -1.10 -2.03
H -4.60 0.61 -1.61
C -0.18 -6.38 -1.18
C -0.29 -4.88 -1.14
C -0.75 -4.17 -2.24
C -0.80 -2.78 -2.19
C -1.24 -1.95 -3.37
C -0.41 -2.15 -1.03
C 0.05 -2.81 0.14
C 0.11 -4.22 0.03
N 0.43 -1.98 1.15
C 0.74 -2.31 2.54
C 2.15 -1.75 2.83
C -0.28 -1.55 3.42
C 0.72 -3.77 2.99
H -0.56 -6.77 -2.13
H -0.75 -6.83 -0.37
H 0.86 -6.69 -1.08
H -1.05 -4.69 -3.14
H -1.60 -2.58 -4.18
H -0.40 -1.35 -3.74
H -2.03 -1.26 -3.08
H -0.47 -1.06 -1.03
H 0.48 -4.83 0.83
H 2.20 -0.68 2.58
H 2.88 -2.28 2.22
H 2.42 -1.86 3.88
H -0.34 -0.49 3.13
H -0.01 -1.60 4.48
H -1.27 -1.99 3.29
H 1.52 -4.34 2.53
H -0.24 -4.24 2.76
H 0.86 -3.80 4.07
```

For the LUMO energy (spin up / spin down), the calculation gives -0.008 / 0.015 Eh. For the total energy, the calculation gives -68976.5754 eV. The calculation puts the orbital gap (spin up / spin down) at 6.095 / 6.692 eV. The HOMO energy (spin up / spin down) is -6.3 / -6.3 eV. As for the spin multiplicity: 6.

Atom charges from the Mulliken analysis, given in e for atoms 1 to 2: atom 1 (Sm): -1.49, atom 2 (C): -0.36

=====

Record 9
Entry from the OMol25 dataset: C29H33InN3O7 as an isolated structure (wB97M-V/def2-TZVPD).

XYZ file:
```
73
C29H33InN3O7 wB97M-V/def2-TZVPD
In 0.11 -0.13 0.29
C -0.20 2.20 -2.47
N -0.17 0.76 -2.71
C -1.41 0.32 -3.35
C -1.61 -1.20 -3.26
C -2.28 -1.63 -1.94
N -2.20 -0.57 -0.95
C -3.22 -0.38 -0.22
C -3.34 0.64 0.81
C -4.55 0.72 1.51
C -4.77 1.67 2.48
C -3.75 2.57 2.77
C -2.55 2.52 2.10
C -2.30 1.55 1.10
O -1.15 1.56 0.46
C 1.01 0.38 -3.50
C 2.08 -0.26 -2.65
C 1.77 -1.69 -2.23
N 0.77 -1.87 -1.14
C 0.84 -3.03 -0.61
C 0.11 -3.60 0.50
C 0.42 -4.93 0.84
C -0.20 -5.57 1.89
C -1.14 -4.85 2.64
C -1.46 -3.55 2.34
C -0.85 -2.88 1.25
O -1.20 -1.67 0.96
H -0.38 2.75 -3.41
H 0.74 2.53 -2.04
H -0.99 2.43 -1.75
H -1.41 0.63 -4.41
H -2.23 0.83 -2.86
H -0.64 -1.69 -3.35
H -2.21 -1.53 -4.10
H -1.79 -2.52 -1.54
H -3.33 -1.89 -2.13
H -4.12 -1.00 -0.37
H -5.33 0.00 1.26
H -5.71 1.71 3.02
H -3.89 3.33 3.53
H -1.75 3.22 2.31
H 1.41 1.25 -4.03
H 0.70 -0.33 -4.28
H 2.26 0.35 -1.77
H 3.02 -0.29 -3.21
H 2.71 -2.15 -1.92
H 1.40 -2.23 -3.10
H 1.58 -3.72 -1.03
H 1.17 -5.45 0.26
H 0.06 -6.59 2.14
H -1.62 -5.33 3.49
H -2.16 -2.98 2.93
O 2.24 -0.35 3.78
C 1.68 0.27 2.89
O 0.53 -0.04 2.37
C 2.37 1.56 2.40
C 1.43 2.57 1.72
C 2.09 3.95 1.68
C 3.17 3.74 0.58
C 2.92 2.28 0.19
O 1.49 2.17 0.32
C 3.43 1.32 1.28
C 3.48 -0.07 0.66
O 4.57 -0.59 0.46
O 2.35 -0.57 0.30
H 2.84 1.98 3.28
H 0.41 2.54 2.06
H 1.37 4.71 1.39
H 2.51 4.22 2.65
H 3.00 4.40 -0.27
H 4.19 3.90 0.94
H 3.23 2.02 -0.82
H 4.44 1.59 1.59
```

For the LUMO energy, the calculation gives 0.094 Eh. For the total energy, the calculation gives -54588.9543 eV. The calculation puts the orbital gap at 7.592 eV. The HOMO energy is -5.0 eV. The charge is -1.

Atom charges from the Mulliken analysis, given in e for atoms 1 to 2: atom 1 (In): 1.65, atom 2 (C): -1.37

=====

Record 10
Entry from the OMol25 dataset: one molecule with the formula C24H27NO6S2 (wB97M-V/def2-TZVPD).

XYZ file:
```
60
C24H27NO6S2 wB97M-V/def2-TZVPD
C 6.04 -0.59 -3.85
O 5.50 0.43 -2.98
C 4.24 0.29 -2.49
C 3.69 1.40 -1.81
C 2.35 1.40 -1.49
C 1.53 0.30 -1.70
C 0.08 0.37 -1.18
N -0.90 -0.56 -1.73
C -1.84 -0.06 -2.69
C -0.68 -1.99 -1.71
C 0.06 0.11 0.29
O 0.84 -0.95 0.55
C 1.22 -1.32 1.91
S -1.60 0.09 1.08
O -1.38 -0.06 2.52
O -2.29 1.26 0.57
C -2.60 -1.31 0.64
C -3.70 -1.15 -0.21
C -4.36 -2.29 -0.67
C -4.00 -3.56 -0.18
C -3.01 -3.67 0.80
C -2.34 -2.54 1.26
S 0.65 1.97 1.29
O 2.01 1.73 1.76
O 0.45 3.01 0.28
C -0.31 2.62 2.70
C -1.32 3.55 2.48
C -2.09 3.98 3.57
C -1.82 3.49 4.85
C -0.79 2.57 5.05
C -0.02 2.14 3.97
C 2.08 -0.80 -2.37
C 3.42 -0.84 -2.72
H 7.00 -0.19 -4.16
H 6.17 -1.54 -3.30
H 5.39 -0.76 -4.72
H 4.32 2.26 -1.60
H 1.94 2.30 -1.05
H -0.34 1.37 -1.33
H -2.53 -0.86 -2.98
H -2.41 0.76 -2.24
H -1.32 0.32 -3.59
H -1.56 -2.49 -1.29
H -0.55 -2.37 -2.74
H 0.19 -2.23 -1.10
H 0.33 -1.56 2.51
H 1.85 -2.20 1.76
H 1.78 -0.49 2.35
H -4.02 -0.15 -0.50
H -5.17 -2.18 -1.40
H -4.52 -4.44 -0.55
H -2.75 -4.64 1.23
H -1.62 -2.58 2.07
H -1.50 3.92 1.47
H -2.89 4.70 3.40
H -2.43 3.82 5.69
H -0.57 2.17 6.04
H 0.80 1.44 4.09
H 1.45 -1.65 -2.65
H 3.83 -1.73 -3.20
```

The calculation puts the energy above the lowest of the compared OMol25 structures with the same formula, charge and spin at 0.00 kJ/mol. For the LUMO energy, the calculation gives 0.001 Eh. For the total energy, the calculation gives -60767.7483 eV. As for the SMILES: COc1ccc([C@@H](N(C)C)C(OC)(S(=O)(=O)c2ccccc2)S(=O)(=O)c2ccccc2)cc1. The calculation puts the orbital gap at 8.149 eV. The HOMO energy is -8.1 eV.

Atom charges from the Mulliken analysis, given in e for atoms 1 to 2: atom 1 (C): -0.81, atom 2 (O): -0.44